1.
Here is a cluster of 10 separate species, C10H36N18O12 in total at a distorted geometry from OMol25. Energies are from ωB97M-V/def2-TZVPD.

XYZ file:
```
76
Properties=species:S:1:pos:R:3:forces:R:3:lowdin_charge:R:1
C -0.142 -0.060 -0.195 0.19 0.08 0.66 -1.20
O 0.697 0.354 -1.040 1.21 0.70 -2.26 -0.22
O -1.296 -0.468 -0.454 -3.38 -1.06 -2.46 -0.21
O 0.149 -0.078 1.022 1.83 0.22 3.86 -0.21
C -4.650 0.392 4.214 -4.77 3.27 0.48 -0.85
O -5.277 0.147 5.228 -1.81 0.10 0.91 0.01
N -3.542 -0.101 4.016 7.49 -4.86 0.60 0.18
N -4.893 1.275 3.249 -2.09 2.14 -1.64 0.16
H -2.913 0.033 3.237 0.13 -0.33 0.37 0.14
H -3.391 -0.614 4.873 1.60 -0.70 -0.57 0.14
H -5.798 1.709 3.136 0.40 -0.13 -0.12 0.11
H -4.187 1.302 2.527 -0.76 0.46 -0.21 0.11
C 3.884 2.990 6.260 0.33 -1.22 -2.63 -0.88
O 4.836 2.783 5.598 3.25 -0.34 -2.47 0.10
N 2.651 2.775 5.938 -3.86 -2.08 -4.59 0.15
N 3.800 3.418 7.425 0.70 3.23 11.55 0.14
H 2.649 2.461 4.979 -1.41 -0.14 -0.02 0.13
H 1.850 3.005 6.510 0.24 -0.02 -0.87 0.12
H 4.506 3.554 8.135 0.93 0.06 -1.05 0.12
H 3.066 2.948 7.936 -0.18 0.51 0.06 0.11
C 1.379 -5.690 -2.651 0.51 -3.01 -0.62 -0.86
O 1.833 -6.820 -2.588 0.89 -0.99 0.29 0.02
N 1.322 -4.808 -1.757 0.68 3.41 6.32 0.19
N 0.815 -5.231 -3.709 -1.76 -0.28 -5.77 0.15
H 1.663 -5.098 -0.851 -0.30 0.60 0.12 0.13
H 0.663 -4.051 -1.872 0.45 0.05 0.72 0.13
H 0.325 -4.353 -3.799 0.22 -0.44 -0.29 0.11
H 0.874 -5.965 -4.400 -0.72 0.78 -0.75 0.12
C -1.326 -1.121 -5.610 1.85 -0.51 -3.16 -0.76
O -1.528 -1.162 -6.828 -0.84 -0.13 0.54 -0.01
N -2.142 -1.238 -4.612 -4.26 -0.11 1.99 0.17
N -0.096 -1.062 -5.116 3.44 0.50 0.93 0.14
H -3.134 -1.283 -4.796 0.21 0.25 0.18 0.12
H -1.829 -1.048 -3.670 -0.31 -0.12 0.12 0.11
H 0.734 -1.313 -5.634 -0.49 0.41 -0.11 0.11
H 0.006 -0.809 -4.144 0.49 -0.18 -0.02 0.09
C -1.802 -4.908 1.921 -0.27 2.29 -0.73 -0.82
O -1.981 -6.052 2.150 0.65 -3.95 1.34 0.05
N -2.607 -4.232 1.152 -2.71 0.84 -1.86 0.16
N -0.884 -4.038 2.333 4.54 0.44 2.53 0.15
H -2.302 -3.285 0.981 -1.13 -0.09 -1.17 0.11
H -3.284 -4.846 0.721 -0.32 1.10 -0.43 0.12
H -0.835 -3.057 2.099 -0.49 -0.05 -0.40 0.10
H 0.060 -4.391 2.400 -0.15 -0.20 0.53 0.10
C -0.095 4.998 1.351 1.06 -3.86 -1.62 -0.90
O -0.657 5.989 1.438 -3.90 8.03 1.85 0.09
N -0.096 3.998 2.177 -0.48 -3.00 4.07 0.17
N 0.476 4.638 0.252 3.20 -0.81 -5.77 0.16
H 0.102 3.113 1.732 -0.19 -0.42 0.70 0.11
H -0.892 4.037 2.798 0.27 -0.40 0.18 0.11
H 0.732 3.689 0.023 0.05 0.08 0.15 0.11
H 0.435 5.256 -0.546 0.00 -0.02 0.37 0.11
C 4.613 -2.322 1.358 2.11 -3.92 1.67 -0.82
O 5.355 -3.278 1.587 1.04 -0.21 -0.66 -0.02
N 4.584 -1.552 0.326 1.08 1.75 -3.58 0.18
N 3.694 -1.990 2.189 -4.22 1.88 3.21 0.17
H 5.229 -1.792 -0.413 -0.57 0.50 -0.14 0.12
H 3.781 -0.941 0.276 0.48 0.21 -1.16 0.12
H 3.049 -1.326 1.786 -0.74 -0.03 1.07 0.10
H 3.403 -2.502 3.009 0.43 -0.03 -0.50 0.12
C -5.062 2.432 -2.510 -2.62 0.45 1.30 -0.72
O -5.940 3.201 -2.937 0.25 -1.25 -0.24 -0.03
N -3.816 2.808 -2.443 3.01 0.97 -0.44 0.16
N -5.332 1.234 -1.880 -0.73 0.44 -0.78 0.14
H -3.609 3.686 -2.899 0.14 -0.25 0.29 0.12
H -3.127 2.369 -1.849 0.04 -0.06 -0.29 0.12
H -6.320 1.150 -1.688 0.41 -0.47 0.23 0.10
H -4.612 0.716 -1.397 -0.27 0.00 0.00 0.10
C 3.629 2.840 -4.777 1.82 1.27 -3.32 -0.85
O 4.274 3.434 -5.621 1.20 1.24 -0.64 0.01
N 3.902 1.678 -4.329 1.60 -4.08 1.65 0.18
N 2.489 3.216 -4.335 -4.97 3.30 1.42 0.17
H 4.750 1.234 -4.651 -0.58 -0.42 0.48 0.13
H 3.122 1.365 -3.768 1.30 -1.65 0.33 0.12
H 1.867 2.566 -3.876 -0.20 0.62 0.02 0.12
H 2.151 4.095 -4.700 -0.28 -0.36 0.24 0.12
```
Positions in Å, forces in eV/Å.

**Lowest unoccupied orbital energy**: 3.48 eV
**Energy above the lowest of the compared OMol25 structures with the same formula, charge and spin**: 286.5 kcal per mole
**Charge**: -2

---

2.
Here is a cluster of 8 separate species, C10H36O8 in total at a distorted geometry from OMol25. Energies are from ωB97M-V/def2-TZVPD.

XYZ file:
```
54
Properties=species:S:1:pos:R:3:forces:R:3:lowdin_charge:R:1
C 3.471 0.969 -1.122 -0.40 0.15 0.67 -0.06
C 4.857 0.380 -1.056 1.07 -0.32 -0.10 -0.49
C 4.907 -0.958 -0.329 -0.74 0.06 1.09 -0.06
O 5.437 0.277 -2.363 -0.08 -0.20 -0.19 -0.06
H 3.070 1.267 -0.148 0.34 -0.06 0.14 0.07
H 2.757 0.212 -1.457 0.08 0.14 -0.47 0.07
H 3.450 1.879 -1.722 -0.06 -0.17 -0.26 0.09
H 5.584 1.008 -0.522 -0.48 0.29 0.02 0.14
H 4.788 -0.736 0.742 0.08 0.02 -0.07 0.07
H 5.844 -1.503 -0.399 0.07 0.14 -0.42 0.08
H 4.058 -1.620 -0.528 0.18 -0.01 -0.50 0.08
H 4.775 0.436 -3.041 -0.08 -0.04 0.10 0.08
C -2.058 -1.840 3.056 -0.77 -0.26 0.36 -0.15
O -2.081 -3.207 3.463 0.24 0.05 -0.13 -0.13
H -2.132 -1.836 1.972 0.27 0.07 -0.01 0.06
H -2.955 -1.346 3.448 0.13 0.21 -0.08 0.08
H -1.177 -1.300 3.409 0.10 -0.07 -0.18 0.08
H -2.033 -3.240 4.422 0.01 -0.01 -0.01 0.07
C -0.903 -4.284 -1.135 0.11 0.06 0.30 -0.17
O -0.589 -4.549 0.226 -0.18 -0.22 -0.09 -0.13
H -1.132 -5.182 -1.722 0.00 0.01 0.19 0.07
H -1.759 -3.598 -1.185 0.21 0.05 -0.30 0.07
H 0.003 -3.837 -1.549 -0.28 0.14 -0.14 0.08
H -1.385 -4.866 0.667 0.14 0.04 0.07 0.07
C 2.513 0.639 3.054 -1.10 -1.37 -0.51 -0.18
O 2.299 1.711 3.927 0.32 0.12 0.34 -0.10
H 3.279 0.755 2.285 0.16 0.30 0.21 0.06
H 2.696 -0.286 3.608 0.62 0.43 0.42 0.08
H 1.581 0.320 2.555 0.03 0.59 -0.31 0.06
H 2.257 2.541 3.445 -0.04 -0.05 -0.16 0.08
C -0.525 3.808 0.522 -0.05 1.03 0.71 -0.14
O -0.349 5.119 1.141 0.02 -0.53 -0.62 -0.15
H 0.431 3.449 0.150 0.09 0.06 0.25 0.07
H -0.912 3.180 1.324 -0.02 -0.56 -0.55 0.07
H -1.194 3.887 -0.336 -0.15 -0.24 0.15 0.07
H -1.239 5.355 1.418 0.14 0.25 0.09 0.06
C -0.441 -0.320 0.003 0.88 0.37 -0.37 -0.14
O -1.202 0.874 0.063 -0.25 -0.36 0.27 -0.13
H 0.422 -0.137 -0.652 -0.22 -0.21 -0.27 0.07
H 0.040 -0.554 0.957 -0.55 -0.06 0.21 0.06
H -1.013 -1.168 -0.374 0.07 -0.07 0.13 0.07
H -2.069 0.713 -0.331 0.30 0.32 -0.13 0.02
C -2.289 0.026 -3.616 -0.49 0.26 0.71 -0.17
O -2.656 0.579 -4.861 0.36 0.21 -0.26 -0.11
H -1.811 -0.954 -3.665 -0.05 -0.03 -0.20 0.08
H -1.620 0.716 -3.099 0.17 0.04 -0.35 0.08
H -3.166 -0.007 -2.958 0.06 -0.40 0.00 0.06
H -3.290 0.015 -5.308 0.00 -0.15 0.09 0.07
C -4.471 1.035 -0.079 -1.19 0.39 -0.06 -0.14
O -3.683 1.705 -1.060 0.32 -0.32 0.51 -0.14
H -3.897 0.444 0.631 0.45 0.03 -0.34 0.07
H -5.035 1.755 0.525 0.07 0.04 -0.05 0.08
H -5.209 0.395 -0.571 0.10 -0.19 0.15 0.08
H -4.238 1.877 -1.823 0.01 0.05 -0.06 0.09
```
Positions in Å, forces in eV/Å.

**Lowest unoccupied orbital energy**: 0.28 eV
**Energy above the lowest of the compared OMol25 structures with the same formula, charge and spin**: 93.7 kcal per mole
**Structure (SMILES)**: CC(C)O.CO.CO.CO.CO.CO.CO.CO

---

3.
Here is a structure of composition C10H37BeN18O12 at a distorted geometry from OMol25. Energies are from ωB97M-V/def2-TZVPD.

XYZ file:
```
78
Properties=species:S:1:pos:R:3:forces:R:3:lowdin_charge:R:1
Be 2.043 2.236 -2.260 -2.00 -3.08 1.43 1.25
O 0.807 1.047 -0.344 0.96 0.67 -0.95 0.03
C 0.001 0.268 -1.069 -1.97 -1.55 1.97 -0.75
O -0.742 -0.555 -0.451 0.72 0.58 -0.43 -0.04
O -0.019 0.438 -2.295 1.37 1.64 -0.86 -0.03
H 0.644 0.978 0.617 -0.57 0.27 0.16 0.07
C -4.137 -0.885 2.748 -0.12 -1.56 -0.40 -0.63
O -4.221 0.133 3.436 -0.13 0.05 0.32 0.00
N -3.265 -0.992 1.724 0.73 0.81 0.07 0.16
N -4.847 -2.027 2.929 0.06 1.08 0.43 0.18
H -3.111 -1.736 1.073 -0.19 -0.37 0.36 0.11
H -2.620 -0.218 1.724 -0.14 -0.39 -0.92 0.03
H -4.758 -2.676 2.173 -0.60 -0.59 0.43 0.10
H -5.533 -2.023 3.665 -0.24 -0.43 -0.33 0.12
C 3.139 1.045 3.956 1.02 2.43 0.00 -0.69
O 3.198 2.092 4.598 -0.20 -0.47 0.34 0.01
N 3.834 -0.065 4.307 -0.42 -0.23 -0.04 0.17
N 2.531 1.027 2.750 -0.39 -1.82 -0.81 0.16
H 4.431 0.019 5.109 -0.07 -0.27 0.00 0.11
H 3.852 -0.851 3.685 0.21 -0.22 0.35 0.08
H 2.276 1.850 2.242 -0.03 0.27 0.52 0.07
H 2.508 0.143 2.248 -0.09 0.94 0.33 0.04
C 0.300 -2.365 2.373 -1.00 -0.47 2.67 -0.70
O 0.467 -2.880 3.480 0.35 0.28 -0.45 0.02
N -0.130 -1.061 2.286 0.51 -0.08 -0.08 0.15
N 0.457 -3.053 1.249 0.25 0.22 -2.13 0.18
H -0.486 -0.764 3.181 0.15 0.09 -0.07 0.08
H -0.651 -0.750 1.476 0.27 -0.25 -0.19 0.03
H 0.220 -2.586 0.383 -0.03 -0.39 -0.13 0.09
H 0.578 -4.049 1.271 0.08 0.08 0.14 0.12
C -1.414 1.517 2.480 -0.06 1.14 -0.59 -0.61
O -0.316 1.773 1.961 0.13 -0.06 0.21 -0.05
N -1.582 1.148 3.762 -0.10 0.05 -0.15 0.21
N -2.573 1.594 1.754 1.43 0.25 1.16 0.18
H -2.538 0.970 4.034 -0.05 -0.17 0.53 0.09
H -0.839 1.194 4.437 0.11 -0.02 -0.17 0.14
H -2.570 2.109 0.893 -0.20 -0.06 -0.05 0.14
H -3.358 1.383 2.352 -1.13 0.41 -0.60 0.08
C 3.745 -0.416 -0.372 -0.62 -1.87 -2.05 -0.61
O 3.095 0.120 -1.291 -0.46 1.79 -0.22 -0.01
N 4.975 -0.887 -0.637 1.02 0.53 0.78 0.18
N 3.213 -0.956 0.743 -0.22 0.82 0.00 0.18
H 5.545 -1.053 0.178 0.52 -0.26 -0.48 0.12
H 5.385 -0.724 -1.541 0.13 0.26 0.18 0.12
H 3.805 -1.595 1.240 -0.45 -0.39 0.12 0.12
H 2.208 -1.007 0.808 0.00 -0.23 0.08 0.09
C -4.032 0.314 -2.184 -0.32 0.30 -0.68 -0.70
O -5.213 0.528 -2.414 0.21 -0.07 0.34 0.03
N -3.573 -0.556 -1.255 -0.56 -0.38 -0.07 0.15
N -3.034 0.935 -2.873 0.04 0.44 -0.28 0.16
H -2.586 -0.599 -1.028 -0.23 -0.13 0.41 0.04
H -4.331 -0.931 -0.710 0.44 -0.17 0.31 0.10
H -3.341 1.605 -3.556 0.23 -0.14 -0.12 0.11
H -2.090 0.593 -2.844 0.11 0.32 -0.07 0.05
C 1.273 0.273 -5.273 -0.95 -1.28 0.15 -0.64
O 1.700 1.192 -4.545 1.27 1.57 0.75 -0.04
N 1.815 -0.088 -6.454 0.53 1.30 0.49 0.18
N 0.218 -0.463 -4.918 0.12 0.90 0.67 0.19
H 1.596 -1.005 -6.795 0.41 0.05 -0.37 0.12
H 2.631 0.453 -6.694 0.09 -0.54 -0.51 0.12
H -0.070 -0.262 -3.970 -0.37 -0.43 -0.25 0.05
H -0.239 -1.122 -5.519 0.00 -0.04 0.13 0.12
C -0.225 -3.177 -3.321 -0.75 -1.76 2.65 -0.68
O 0.913 -3.214 -2.871 0.40 0.90 -0.92 0.02
N -0.823 -4.333 -3.766 0.19 0.25 -0.98 0.14
N -1.116 -2.186 -3.063 -0.33 0.98 -0.34 0.15
H -0.229 -5.143 -3.798 -0.13 -0.03 0.05 0.10
H -1.819 -4.445 -3.708 0.05 -0.12 -0.11 0.09
H -2.073 -2.196 -3.373 0.06 -0.24 -0.08 0.11
H -0.830 -1.346 -2.574 0.16 -0.56 0.01 0.04
C 1.427 4.511 0.660 0.01 -0.53 1.52 -0.65
O 1.373 3.750 -0.330 0.46 -1.30 -1.76 -0.04
N 1.039 4.108 1.874 -0.46 -0.25 0.11 0.21
N 1.964 5.725 0.569 0.72 0.43 -1.45 0.18
H 1.037 4.750 2.648 0.21 0.03 -0.02 0.13
H 0.585 3.198 2.029 -0.15 0.34 -0.34 0.06
H 1.917 6.487 1.219 0.11 -0.21 0.20 0.12
H 2.586 5.732 -0.225 -0.10 0.99 0.08 0.11
```
Positions in Å, forces in eV/Å.

**Lowest unoccupied orbital energy**: -6.97 eV
**Energy above the lowest of the compared OMol25 structures with the same formula, charge and spin**: 0.0 kcal per mole
**Charge**: +1

---

4.
Here is a structure of composition C10H37BeN18O12 at a distorted geometry from OMol25. Energies are from ωB97M-V/def2-TZVPD.

XYZ file:
```
78
Properties=species:S:1:pos:R:3:forces:R:3:mulliken_spin:R:1
Be -0.107 0.404 3.878 3.12 0.25 -2.51 0.00
O -0.008 0.012 -0.619 0.04 0.79 1.90 0.00
C 0.119 0.379 0.701 -2.03 2.00 -0.87 0.00
O 0.963 -0.142 1.362 3.51 -3.04 2.76 0.00
O -0.662 1.194 1.211 -1.88 1.66 0.87 0.00
H 0.451 -0.799 -0.388 0.70 -2.01 -1.99 0.00
C 3.558 -1.130 -1.629 2.65 1.84 -0.69 0.00
O 4.229 -0.214 -2.015 1.17 3.36 -1.54 0.00
N 2.784 -1.841 -2.312 -4.87 -3.42 -5.07 0.00
N 3.757 -1.584 -0.459 0.83 -1.42 6.30 0.00
H 2.535 -1.616 -3.264 0.43 0.19 0.15 0.00
H 2.139 -2.472 -1.858 -0.15 0.48 0.26 0.00
H 3.512 -2.530 -0.200 0.28 0.27 0.31 0.00
H 4.454 -1.074 0.064 -0.06 -0.64 0.22 0.00
C 0.298 -3.866 -1.492 -4.35 1.25 0.87 0.00
O 0.610 -2.811 -1.013 1.14 3.21 2.58 0.00
N -0.892 -4.374 -1.515 -5.53 -0.48 1.15 0.00
N 1.016 -4.600 -2.186 7.37 -3.61 -4.77 0.00
H -1.682 -3.878 -1.128 0.08 0.21 0.09 0.00
H -1.142 -5.114 -2.156 0.18 0.02 0.46 0.00
H 1.933 -4.206 -2.339 0.23 -0.73 -0.49 0.00
H 0.595 -5.065 -2.977 0.55 -0.24 0.24 0.00
C -4.058 2.679 0.906 -1.21 -1.42 0.49 0.00
O -4.200 2.307 -0.269 0.86 0.39 0.10 0.00
N -3.079 2.398 1.774 3.61 -0.60 0.21 0.00
N -5.013 3.158 1.676 -2.78 1.69 -0.22 0.00
H -2.226 1.943 1.482 0.00 0.15 -0.31 0.00
H -2.983 3.017 2.567 0.04 -0.20 -0.25 0.00
H -4.811 3.216 2.664 -0.92 0.16 -0.41 0.00
H -5.921 3.358 1.282 0.09 0.20 0.34 0.00
C -1.242 2.917 -2.645 3.34 -3.33 1.43 -0.03
O -1.874 3.934 -2.913 -1.40 2.65 -0.76 0.85
N -1.750 1.832 -2.121 -1.54 0.66 -0.02 0.02
N 0.106 2.860 -2.804 -0.22 0.82 -0.35 0.15
H -1.164 1.021 -1.983 -0.14 -0.13 0.14 0.00
H -2.663 1.944 -1.703 -0.51 -0.56 0.04 0.01
H 0.677 3.677 -2.964 -0.12 0.00 -0.37 -0.01
H 0.469 1.931 -2.963 0.31 0.18 -0.16 0.00
C 3.856 -3.381 2.802 1.71 2.11 -2.22 0.00
O 4.651 -2.719 2.146 1.29 0.00 0.04 0.00
N 4.063 -4.460 3.483 0.79 -3.58 2.40 0.00
N 2.602 -3.015 2.783 -5.42 1.36 0.65 0.00
H 4.931 -4.970 3.575 0.05 0.56 -0.37 0.00
H 3.275 -4.918 3.919 0.28 0.03 -0.09 0.00
H 1.891 -3.438 3.362 0.34 -0.36 -0.05 0.00
H 2.241 -2.155 2.395 0.94 -0.08 -0.43 0.00
C -0.341 5.815 0.665 0.04 3.99 -2.99 0.00
O 0.010 6.532 -0.311 -0.68 -1.22 2.07 0.00
N 0.088 4.636 0.855 3.43 -5.82 -1.52 0.00
N -1.168 6.115 1.625 -3.07 3.32 2.52 0.00
H -0.180 3.956 1.553 0.18 0.42 -0.32 0.00
H 0.728 4.418 0.105 0.12 -0.95 0.37 0.00
H -1.316 7.100 1.789 -0.47 -0.20 0.00 0.00
H -1.582 5.455 2.268 0.43 0.32 -0.26 0.00
C -1.739 -0.853 -4.202 -0.07 0.62 -3.70 0.00
O -1.681 -0.571 -5.370 -1.44 0.68 -2.27 0.00
N -2.735 -1.125 -3.444 -5.73 -1.43 1.59 0.00
N -0.655 -0.838 -3.557 7.45 0.58 4.14 0.00
H -2.612 -1.748 -2.659 0.09 0.02 0.24 0.00
H -3.584 -1.316 -3.957 -0.14 0.06 0.07 0.00
H 0.140 -0.443 -4.041 0.01 -0.54 0.03 0.00
H -0.530 -1.174 -2.613 0.01 -0.07 -0.12 0.00
C 3.358 0.365 3.852 2.97 0.02 -5.19 0.00
O 2.290 0.511 4.321 -9.19 0.68 4.14 0.00
N 3.595 0.271 2.584 -0.44 -0.57 -3.25 0.00
N 4.461 0.510 4.471 3.61 0.24 5.33 0.00
H 2.821 0.352 1.941 0.40 -0.40 -0.40 0.00
H 4.574 0.335 2.344 -0.53 -0.06 -0.81 0.00
H 4.320 0.762 5.439 0.59 -0.20 0.24 0.00
H 5.242 -0.101 4.280 0.05 0.17 -0.04 0.00
C -3.463 -1.340 -0.446 -0.57 -1.31 -2.16 0.00
O -2.788 -2.308 -0.795 0.46 -0.78 0.69 0.00
N -3.059 -0.255 0.100 5.56 2.32 3.12 0.00
N -4.670 -1.102 -0.789 -5.80 -1.92 -2.38 0.00
H -2.060 -0.387 0.034 0.36 1.35 0.58 0.00
H -3.463 0.635 -0.156 0.05 0.16 0.15 0.00
H -5.145 -1.822 -1.315 -0.36 0.32 0.07 0.00
H -5.095 -0.192 -0.684 -0.13 -0.44 0.01 0.00
```
Positions in Å, forces in eV/Å.

**Spin multiplicity**: 2
**Lowest unoccupied orbital energy (alpha / beta)**: -11.58 / -11.58 eV
**Energy above the lowest of the compared OMol25 structures with the same formula, charge and spin**: 48.5 kcal per mole
**Expectation value of S²**: 0.756
**Charge**: +2

---

- Among the records above, which one has the highest energy above the lowest of the compared OMol25 structures with the same formula, charge and spin?
  C10H36N18O12

---

- Which formula does entry 1 have?
  C10H36N18O12